No. 1
The following is a DFT calculation (ωB97M-V/def2-TZVPD) of a structure of composition C23H50N4OP3Ti in a non-equilibrium geometry.

Results
total charge	+3
E_LUMO (alpha / beta)	-11.7 / -11.7	eV

Geometry as XYZ:
```
82
Properties=species:S:1:pos:R:3:forces:R:3:mulliken_charge:R:1
Ti 0.32815 -0.35178 -0.20490 -1.63 0.12 -5.04 -3.371
P 2.57490 0.52070 -0.70960 1.68 0.78 -0.23 1.655
P -1.15342 -2.36010 0.19461 -1.01 -1.36 0.41 1.574
N 0.29451 -0.94303 -2.07374 -0.34 1.36 2.87 0.440
C 2.39557 0.33326 -2.54409 -0.25 -0.25 -0.28 -0.866
H 2.66322 1.28388 -3.03098 -0.01 -0.30 0.20 0.364
H 3.13835 -0.41558 -2.86013 -0.15 0.28 0.28 0.437
C 1.01090 -0.14205 -3.04351 0.14 0.44 -0.94 -0.953
H 0.40417 0.72778 -3.37817 0.21 -0.43 0.19 0.278
H 1.15000 -0.76648 -3.94689 0.07 0.32 0.26 0.556
C -0.85966 -1.64450 -2.58793 -0.61 -0.36 -0.73 -0.830
H -0.53796 -2.16393 -3.51082 -0.27 0.07 0.31 0.499
H -1.65253 -0.93774 -2.91280 0.40 -0.19 0.17 0.221
C -1.44463 -2.68501 -1.60552 0.18 0.12 -0.47 -0.914
H -0.97748 -3.65584 -1.83635 -0.16 0.32 0.31 0.497
H -2.52536 -2.79806 -1.78593 0.34 -0.01 0.13 0.336
C -2.75478 -1.93743 1.03600 0.10 0.70 -0.27 1.006
C -2.55372 -1.55391 2.51347 -0.23 0.13 0.27 -1.869
H -3.26196 -0.75392 2.77619 0.17 -0.26 -0.01 0.408
H -1.54255 -1.18633 2.73886 -0.15 -0.09 0.03 0.385
H -2.77038 -2.39853 3.18574 0.18 0.37 -0.29 0.523
C -0.64944 -4.01167 0.85192 0.85 -0.10 0.11 0.602
C -0.51141 -4.06507 2.37739 0.04 0.03 0.19 -1.389
H -0.05486 -5.02715 2.64773 -0.09 0.28 -0.08 0.503
H -1.48289 -4.02017 2.88629 0.31 -0.02 -0.20 0.258
H 0.13568 -3.27191 2.76751 -0.20 -0.20 0.06 0.213
C 4.19895 -0.24430 -0.31469 0.02 -0.77 0.28 0.671
C 4.64854 -0.05575 1.13928 0.02 0.01 0.18 -1.422
H 5.53429 -0.68450 1.30480 -0.27 0.15 -0.03 0.508
H 3.88368 -0.36668 1.85983 0.23 0.15 -0.05 0.230
H 4.94779 0.97845 1.35444 -0.08 -0.35 -0.11 0.257
C 2.68922 2.32017 -0.28946 -0.70 0.01 -0.01 0.845
C 2.64839 2.56541 1.22933 0.01 0.26 0.08 -1.323
H 2.25467 3.57591 1.41482 0.16 -0.26 0.01 0.423
H 3.65303 2.52350 1.67389 -0.45 -0.01 -0.13 0.447
H 2.00498 1.85525 1.76969 0.08 0.09 -0.04 0.256
C 1.17234 -1.00885 1.45113 4.68 -3.64 8.61 0.457
C -1.50852 -5.18255 0.35909 -0.27 -0.05 -0.20 -1.377
H -2.51900 -5.15404 0.78155 0.38 -0.08 -0.15 0.263
H -1.58586 -5.22424 -0.73187 -0.04 -0.13 0.23 0.342
H -1.04261 -6.11845 0.69469 -0.03 0.27 -0.10 0.473
C 5.32736 0.14684 -1.27536 0.07 0.17 -0.26 -1.365
H 6.20947 -0.45965 -1.03259 -0.26 0.08 -0.07 0.467
H 5.07326 -0.03870 -2.32370 0.19 0.06 0.17 0.337
H 5.61442 1.19829 -1.16345 -0.04 -0.41 -0.05 0.275
C 3.85927 3.04083 -0.96008 0.14 0.30 -0.12 -1.669
H 3.65902 4.12299 -0.93962 0.05 -0.31 -0.01 0.438
H 4.79911 2.87994 -0.41637 -0.31 0.02 -0.18 0.357
H 3.98827 2.74869 -2.01035 0.06 0.15 0.27 0.379
C -3.85783 -2.98424 0.85259 -0.35 -0.08 -0.08 -1.610
H -3.76965 -3.80760 1.57443 0.04 0.31 -0.26 0.388
H -4.82938 -2.50213 1.03822 0.28 -0.12 -0.05 0.402
H -3.88771 -3.39359 -0.16586 -0.08 0.04 0.31 0.404
H -3.07115 -1.02213 0.50334 0.01 -0.40 0.18 -0.136
H 1.75397 2.72359 -0.71769 0.31 -0.11 0.00 -0.132
H 0.36190 -4.11537 0.42242 -0.19 -0.15 0.06 0.420
H 3.97536 -1.31595 -0.45582 0.20 0.17 -0.03 0.422
O 1.67165 -1.37128 2.46387 -2.93 2.16 -5.81 -0.271
H 1.93185 -2.71305 -1.18880 0.17 -0.01 0.79 0.333
H 2.04723 -2.65099 -0.43599 0.07 -0.28 -0.63 -0.177
C -3.09170 3.74174 -1.03737 0.02 0.08 0.22 -0.857
N -3.55043 2.43266 -0.52776 0.62 0.08 0.20 0.129
C -3.81219 2.53933 0.92327 0.12 0.12 0.01 -0.850
N -2.62995 2.99983 1.68623 0.25 -0.19 -0.75 0.213
C -2.19461 4.30484 1.14463 -0.09 -0.05 -0.13 -0.898
N -1.89998 4.23581 -0.30544 0.12 -0.92 0.15 0.193
C -0.70937 3.43403 -0.58893 -0.11 1.14 -0.40 -1.430
P -0.95518 1.66788 -0.05208 -0.75 0.77 0.20 2.997
C -2.61146 1.36976 -0.86322 -0.71 0.12 -0.33 -1.018
C -1.54749 2.02170 1.68901 -0.18 0.12 0.73 -1.240
H -3.90887 4.46680 -0.89116 0.36 -0.26 -0.16 0.348
H -2.84649 3.65087 -2.10677 -0.18 0.12 0.34 0.384
H -4.12821 1.56061 1.31298 -0.04 0.31 -0.11 0.313
H -4.60887 3.28900 1.06551 0.25 -0.46 -0.01 0.335
H -1.29483 4.64213 1.68152 -0.36 -0.02 -0.14 0.376
H -3.01803 5.02339 1.29156 0.42 -0.24 -0.01 0.330
H -0.51223 3.45313 -1.67068 0.00 -0.02 0.25 0.558
H 0.15729 3.86902 -0.06636 -0.29 -0.21 -0.10 0.513
H -3.01389 0.39610 -0.55561 0.06 0.38 -0.16 0.486
H -2.45426 1.35542 -1.95093 -0.06 -0.04 0.21 0.427
H -0.69277 2.42362 2.25490 -0.26 -0.15 -0.07 0.493
H -1.87521 1.08110 2.15665 0.03 0.36 -0.05 0.323
```
Forces are in eV/Å.

***

No. 2
The following is a DFT calculation (ωB97M-V/def2-TZVPD) of a cluster of 2 separate species, C10H13NO in total in a non-equilibrium geometry.

Results
SMILES	Cc1c[nH]c2ccccc12.CO
E_LUMO	0.8	eV

Geometry as XYZ:
```
25
Properties=species:S:1:pos:R:3:forces:R:3:mulliken_charge:R:1
C 0.64668 1.02466 -3.02205 -0.85 -0.32 -0.38 -1.314
C -0.45258 0.43747 -2.17620 1.07 0.31 -0.16 0.610
C -1.77927 0.69965 -2.25937 -0.32 -0.43 0.44 -0.824
N -2.42590 0.03465 -1.22366 -0.07 0.10 0.17 -0.029
C -1.49479 -0.57462 -0.43699 -0.21 -1.34 -0.34 0.020
C -1.68507 -1.33157 0.73355 0.75 1.41 -0.38 -0.860
C -0.51980 -1.65243 1.38788 -0.19 -0.66 1.34 -0.123
C 0.77016 -1.57152 0.82477 -1.16 0.17 -1.08 -1.100
C 0.88609 -0.97114 -0.41265 0.72 -0.64 -0.15 -0.349
C -0.23744 -0.43803 -1.05644 -0.44 0.83 0.72 0.809
H 1.58683 1.15552 -2.50345 0.14 -0.21 0.28 0.347
H 0.35150 2.01116 -3.37654 -0.01 -0.04 -0.22 0.361
H 0.78116 0.35125 -3.87158 0.38 0.27 -0.15 0.288
H -2.33348 1.29492 -2.96098 -0.01 0.13 -0.05 0.431
H -3.39671 0.02472 -0.97181 -0.09 0.29 -0.35 0.179
H -2.66492 -1.44892 1.17009 -0.02 -0.03 0.19 0.312
H -0.62920 -1.91268 2.44359 0.17 -0.59 -0.34 0.373
H 1.60922 -2.08447 1.25711 0.20 0.20 0.38 0.485
H 1.85884 -1.02366 -0.89392 -0.10 0.36 -0.10 0.362
C 1.29083 0.69411 3.02232 1.30 0.52 -0.78 -0.298
O 2.48746 1.47938 2.79519 -0.50 0.26 -0.27 -0.535
H 1.63094 -0.31754 2.83077 -0.18 -0.27 0.87 0.082
H 0.56749 0.83631 2.21857 -0.30 0.41 0.30 0.177
H 0.94121 0.94180 4.02412 -0.41 -0.54 -0.09 0.299
H 2.21075 2.34096 2.45769 0.16 -0.20 0.14 0.295
```
Forces are in eV/Å.

***

DFT total energy in eV, matching the order above: -83623.1322 -14117.7111
Relative energy (zero: lowest compared OMol25 entry of this formula, charge and spin) in kcal/mol, matching the order above: 0.0 16.7